A molecular structure, C4H6FN2. Source: the OMol25 dataset; level of theory: ωB97M-V/def2-TZVPD.

The geometry in XYZ format:
```
13
Properties=species:S:1:pos:R:3:mulliken_charge:R:1
C -0.090 0.479 -1.709 0.558
C -0.189 -1.086 0.356 -0.455
C 0.091 -0.447 1.710 -0.342
C 0.305 0.908 1.280 -0.119
N -0.174 0.145 -0.413 -0.030
N 0.097 1.640 -2.112 -0.411
F -0.267 -0.621 -2.481 -0.205
H 0.589 -1.792 0.027 0.329
H -1.149 -1.613 0.273 0.333
H -0.736 -0.528 2.440 0.289
H 0.950 -0.865 2.263 0.308
H 0.435 1.950 1.472 0.431
H 0.136 1.829 -3.106 0.314
```

Calculated values
E_HOMO (spin up / spin down): -14.71 / -15.86 eV
charge: +1
ΔE to the lowest compared entry with this formula, charge and spin: 5.370 eV
spin multiplicity: 1
gap between HOMO and LUMO (spin up / spin down): 6.9757 / 9.8081 eV